No. 1
A molecular structure, C48H64N2O3P2STl at a distorted geometry. Source: the OMol25 dataset; level of theory: wB97M-V/def2-TZVPD.

```
121
Properties=species:S:1:pos:R:3:forces:R:3
Tl -1.463 -0.463 -0.056 -0.1 0.0 -0.3
O -3.225 -1.793 1.651 0.1 0.4 0.3
N -3.107 -3.047 1.398 -0.1 -0.5 -0.3
C -2.601 -3.871 2.327 0.2 -0.5 0.4
C -2.436 -5.224 2.114 -0.1 0.1 0.1
C -2.841 -5.768 0.899 0.0 0.0 0.0
C -3.358 -4.924 -0.055 0.2 -0.4 0.3
C -3.464 -3.540 0.155 -0.1 0.1 -0.3
S -3.976 -2.482 -1.046 -0.4 0.4 -0.5
H -2.306 -3.380 3.241 0.0 0.1 0.0
H -1.997 -5.839 2.885 0.0 0.0 0.1
H -2.734 -6.828 0.702 0.0 0.0 0.0
H -3.668 -5.290 -1.022 0.0 0.0 0.0
C 2.701 -3.608 1.653 -0.2 0.1 0.2
C 1.407 -2.839 1.946 0.0 0.1 -0.3
C 0.344 -3.247 0.939 0.1 0.0 0.3
C 1.647 -1.316 1.893 0.6 -0.1 0.1
C 2.789 -0.900 2.858 0.1 -0.4 -0.4
O 2.271 0.147 3.621 -0.4 0.5 0.2
C 0.917 0.305 3.253 0.3 -0.3 0.0
N 0.529 -0.484 2.287 -0.2 0.0 0.3
C 0.223 1.268 4.020 0.2 -0.1 -0.1
C 0.876 1.800 5.164 0.3 0.1 0.3
C 0.265 2.666 6.024 0.3 -0.1 0.0
C -1.056 3.090 5.781 -0.4 0.3 0.2
C -1.690 2.647 4.641 -0.1 -0.1 0.2
C -1.109 1.745 3.755 0.0 -0.1 -0.6
P -1.949 1.400 2.184 -0.4 0.4 0.6
C -3.606 0.867 2.745 0.0 -0.1 -0.2
C -3.827 0.216 3.952 0.2 0.1 0.0
C -5.093 -0.229 4.282 -0.2 -0.1 0.1
C -6.152 -0.036 3.412 -0.1 -0.1 0.0
C -5.929 0.569 2.185 -0.2 0.0 -0.1
C -4.662 0.997 1.847 0.1 0.0 0.0
C -2.357 3.109 1.627 0.0 0.2 -0.1
C -3.385 3.918 2.119 0.1 -0.2 -0.1
C -3.531 5.219 1.675 -0.2 0.2 0.0
C -2.673 5.742 0.720 0.1 -0.1 -0.1
C -1.669 4.935 0.200 0.0 0.4 -0.1
C -1.510 3.643 0.655 -0.1 -0.3 0.2
H 2.512 -4.682 1.702 0.0 0.0 -0.1
H 3.489 -3.377 2.366 0.1 0.0 0.0
H 3.065 -3.368 0.656 0.0 0.0 -0.2
H 1.060 -3.101 2.952 0.0 0.1 0.1
H 0.628 -2.921 -0.060 0.0 0.1 -0.2
H -0.587 -2.763 1.205 -0.2 0.0 -0.1
H 0.192 -4.327 0.926 -0.1 -0.1 0.0
H 1.913 -1.067 0.852 0.1 -0.2 0.1
H 3.680 -0.557 2.318 0.0 0.0 0.1
H 3.076 -1.718 3.538 0.0 0.1 -0.1
H 1.891 1.484 5.359 0.0 0.0 0.0
H 0.795 3.036 6.895 0.1 0.0 0.0
H -1.553 3.760 6.473 0.0 0.0 -0.1
H -2.685 3.010 4.426 -0.1 0.0 0.0
H -2.995 0.049 4.622 0.1 0.1 0.1
H -5.262 -0.738 5.224 0.0 0.0 0.0
H -7.143 -0.389 3.670 0.0 0.0 0.0
H -6.749 0.694 1.488 0.0 0.0 -0.1
H -4.469 1.424 0.872 -0.1 0.1 -0.1
H -4.101 3.518 2.826 0.0 0.0 0.1
H -4.340 5.831 2.059 0.0 0.0 0.0
H -2.800 6.758 0.364 0.0 0.0 0.0
H -1.026 5.315 -0.584 0.1 0.0 0.0
H -0.774 2.989 0.214 0.1 0.0 -0.1
C -2.542 2.248 -2.230 -0.6 0.5 -0.5
O -1.614 1.519 -1.587 0.6 -0.6 0.6
H -2.079 3.021 -2.899 -0.2 0.0 0.0
H -3.227 2.809 -1.550 0.0 0.0 -0.1
H -3.208 1.639 -2.893 0.0 0.1 0.1
C 5.513 -2.149 -3.013 0.0 -0.2 0.1
C 4.319 -3.084 -2.862 0.1 0.1 -0.2
C 3.005 -2.295 -2.958 0.0 0.0 0.0
C 3.120 -0.865 -2.410 -0.6 0.2 0.4
C 4.162 -0.861 -1.294 0.1 0.2 -0.1
C 5.561 -1.147 -1.852 0.0 0.0 0.0
P 1.425 -0.357 -1.689 0.5 0.5 -1.0
C 1.475 1.516 -1.528 0.0 -0.5 0.2
C 2.208 2.338 -2.602 0.2 -0.2 -0.1
C 3.539 2.880 -2.091 -0.1 0.2 -0.1
C 3.309 3.864 -0.941 0.0 0.0 0.0
C 2.120 3.435 -0.066 0.2 -0.1 0.2
C 1.929 1.922 -0.119 -0.2 0.2 0.0
C 0.247 -0.473 -3.147 0.2 -0.2 0.4
C 0.695 0.008 -4.531 -0.1 -0.1 0.0
C -0.208 -0.572 -5.632 -0.2 0.1 -0.1
C -1.638 -0.731 -5.121 0.1 -0.1 -0.2
C -1.701 -1.767 -3.990 0.1 0.0 0.0
C -0.353 -1.873 -3.270 -0.2 0.0 0.1
H 5.418 -1.614 -3.960 0.0 0.0 -0.1
H 6.441 -2.726 -3.051 0.0 0.1 -0.1
H 4.389 -3.602 -1.902 0.0 0.0 0.0
H 4.343 -3.850 -3.643 0.0 -0.1 0.1
H 2.231 -2.828 -2.399 -0.1 0.0 -0.1
H 2.685 -2.254 -4.001 -0.1 0.0 0.0
H 3.451 -0.180 -3.199 -0.1 0.0 0.0
H 3.889 -1.624 -0.565 -0.1 0.0 0.1
H 4.167 0.093 -0.770 0.0 0.0 0.1
H 6.193 -1.540 -1.052 0.1 0.0 0.0
H 6.020 -0.218 -2.199 0.0 0.0 0.1
H 0.394 1.738 -1.581 0.2 0.0 0.0
H 1.577 3.183 -2.892 0.0 0.0 -0.1
H 2.382 1.743 -3.497 0.0 0.1 -0.1
H 4.080 3.376 -2.903 0.1 -0.1 0.0
H 4.152 2.043 -1.751 0.1 0.0 0.0
H 3.123 4.864 -1.345 0.0 0.0 0.0
H 4.219 3.927 -0.337 0.0 0.1 0.0
H 1.205 3.911 -0.422 -0.1 0.0 0.0
H 2.278 3.765 0.963 -0.1 0.0 0.0
H 1.172 1.608 0.604 0.1 -0.1 0.1
H 2.867 1.442 0.176 0.0 -0.1 0.1
H -0.565 0.184 -2.785 0.2 0.0 -0.1
H 1.729 -0.287 -4.741 0.1 0.1 0.0
H 0.631 1.096 -4.574 0.1 0.1 0.0
H 0.170 -1.548 -5.953 0.0 0.0 -0.1
H -0.194 0.092 -6.504 0.1 -0.1 0.0
H -2.301 -1.024 -5.942 0.0 0.1 0.1
H -1.977 0.235 -4.751 -0.1 0.1 0.0
H -1.990 -2.745 -4.384 -0.1 0.0 0.1
H -2.456 -1.463 -3.264 -0.1 -0.1 0.0
H 0.322 -2.537 -3.818 0.0 0.0 0.0
H -0.512 -2.313 -2.281 0.0 -0.1 0.0
```
Positions in Å, forces in eV/Å.

For the HOMO energy (spin up / spin down), the calculation gives 0.60 / -1.44 eV. Its multiplicity is 2. The LUMO energy (spin up / spin down) comes out at 4.1 / 4.1 eV. The value obtained for the max |F| is 1.26 eV Å⁻¹. The total energy is -3456.014913 Ha. The charge is -2. The gap between HOMO and LUMO (spin up / spin down) comes out at 3.5 / 5.5 eV. The relative energy (zero: lowest compared OMol25 entry of this formula, charge and spin) is 10.40 kcal per mole.

Löwdin atomic charge list, values in e, 4 entries: number 1, Tl, carries 0.7678; number 2, O, carries -0.2515; number 3, N, carries -0.2664; number 4, C, carries -0.0669



No. 2
6 unconnected molecules or ions with the total composition C48H66BF4N7O4 at a distorted geometry. Source: the OMol25 dataset; level of theory: wB97M-V/def2-TZVPD.

```
130
Properties=species:S:1:pos:R:3:forces:R:3
C 0.601 4.976 -4.371 0.7 0.1 0.1
C 0.327 5.619 -5.714 -1.3 0.6 -0.6
C -0.792 4.759 -6.314 -1.5 0.5 0.9
N -1.392 5.057 -7.652 -0.4 1.5 -0.7
C -2.065 6.472 -7.848 0.2 -1.6 0.2
C -0.338 4.744 -8.644 1.2 -0.5 -1.5
C -1.049 4.451 -10.017 0.9 0.2 0.3
C -2.431 4.015 -9.551 -1.0 -0.4 -0.5
C -2.472 4.074 -8.044 0.4 -2.2 1.3
H -0.369 4.789 -3.918 0.3 0.2 0.9
H 1.374 5.503 -3.743 -1.2 -0.3 -0.5
H 1.018 4.001 -4.604 0.1 -0.3 0.2
H 1.187 5.538 -6.322 1.1 0.1 -0.8
H 0.031 6.692 -5.688 0.1 -0.7 0.2
H -1.652 4.768 -5.630 0.2 0.1 0.0
H -0.505 3.725 -6.419 0.3 -0.3 0.3
H -1.359 7.294 -7.995 0.0 -0.5 0.1
H -2.681 6.609 -6.959 0.1 0.2 -0.1
H -2.721 6.303 -8.714 0.4 0.6 0.3
H 0.449 5.522 -8.692 -0.7 -0.3 0.1
H 0.116 3.839 -8.216 0.1 0.2 -0.6
H -1.040 5.405 -10.573 -0.3 -0.6 0.0
H -0.591 3.639 -10.669 -0.1 1.2 1.1
H -3.227 4.661 -9.890 -0.1 0.1 -0.6
H -2.677 3.001 -9.895 0.0 0.4 0.1
H -3.465 4.331 -7.652 0.5 0.2 0.1
H -2.189 3.051 -7.600 -0.3 1.5 -0.5
C 6.487 5.239 -1.168 0.7 1.8 2.3
N 5.633 4.318 -0.394 0.8 1.3 0.0
C 4.308 4.483 -0.482 -0.9 -1.9 0.1
C 3.443 3.578 0.185 0.6 2.5 -2.0
C 3.953 2.620 1.025 1.0 -0.8 0.5
C 5.360 2.576 1.205 1.1 1.0 -2.0
C 6.195 3.464 0.446 -0.8 -1.7 2.1
C 2.980 1.701 1.673 -0.4 0.0 1.7
C 1.792 2.250 2.173 1.2 1.0 -0.9
C 0.824 1.516 2.824 0.8 1.5 -1.2
N 0.979 0.242 2.943 1.9 -3.6 -1.7
C 2.150 -0.405 2.473 -1.7 1.6 1.7
C 3.183 0.366 2.024 0.3 -1.2 -0.8
C -0.032 -0.637 3.539 1.5 0.7 1.5
H 5.802 5.713 -1.786 -0.8 1.0 -1.6
H 7.283 4.802 -1.713 0.5 -0.9 -0.4
H 6.940 6.069 -0.511 -0.8 -1.5 -0.7
H 3.975 5.201 -1.235 -0.1 -0.2 0.5
H 2.405 3.686 -0.145 0.2 -0.4 0.7
H 5.949 1.818 1.701 -0.6 -0.1 0.7
H 7.294 3.530 0.598 -1.0 -0.3 -0.4
H 1.717 3.320 2.051 -0.7 0.0 0.1
H -0.078 1.975 3.107 -1.1 0.4 0.7
H 2.282 -1.519 2.605 -0.4 0.3 0.1
H 4.056 -0.277 1.910 0.3 0.8 -0.6
H -0.715 -1.053 2.860 -0.4 -0.8 -1.4
H -0.622 0.039 4.134 -0.2 -0.3 0.9
H 0.604 -1.380 4.066 -1.2 0.3 0.0
C -6.957 4.019 5.872 0.1 -1.6 0.5
N -6.682 3.511 4.540 0.3 0.8 -0.7
C -5.434 2.850 4.388 -0.7 -0.5 -1.9
C -5.113 2.653 2.929 0.3 -1.4 -0.3
C -5.983 2.739 1.892 0.5 1.1 2.4
C -7.213 3.369 2.200 -1.2 0.4 -0.4
C -7.514 3.705 3.478 0.1 -0.8 0.4
C -5.567 2.436 0.542 -0.2 0.6 0.9
C -4.247 2.641 0.223 0.2 -0.9 -2.5
C -3.876 2.626 -1.112 0.7 1.4 -0.1
N -4.812 2.484 -2.090 0.9 0.0 0.5
C -6.078 2.239 -1.737 -1.0 -2.1 -1.8
C -6.488 2.146 -0.460 2.3 0.9 -0.1
C -4.579 2.702 -3.523 0.4 -0.2 0.5
H -7.685 4.804 5.877 -0.1 0.7 -0.2
H -5.962 4.310 6.240 -0.7 0.2 0.4
H -7.399 3.208 6.502 0.6 0.5 -0.3
H -4.614 3.281 4.955 0.0 0.3 0.1
H -4.276 1.998 2.751 0.6 0.4 0.2
H -7.859 3.693 1.402 -0.4 -0.2 0.0
H -8.506 3.997 3.782 -0.1 0.7 -0.3
H -3.416 2.810 0.848 0.3 0.3 1.2
H -2.822 2.986 -1.307 -1.6 -0.9 -0.7
H -6.704 1.834 -2.566 0.3 1.0 0.7
H -7.467 1.960 -0.266 -2.7 -0.6 0.7
H -3.551 2.838 -3.712 1.4 0.7 0.3
H -5.132 3.580 -3.778 -0.4 0.3 -0.6
H -4.758 1.840 -4.144 -1.0 -0.4 0.1
C 6.927 -7.115 -0.136 -1.7 -2.0 -1.0
N 5.986 -7.763 0.847 0.3 1.2 -0.8
C 4.999 -7.070 1.422 -1.6 1.0 2.0
C 4.118 -7.746 2.344 0.6 0.7 -0.4
C 4.378 -9.060 2.601 0.0 -1.2 -0.6
C 5.374 -9.749 1.892 0.6 0.5 0.3
C 6.207 -9.075 1.052 -2.1 0.5 0.8
C 3.665 -9.955 3.557 0.0 1.3 -0.6
C 2.337 -10.280 3.404 -1.4 1.1 -0.3
C 1.693 -11.099 4.332 -0.1 0.9 -1.5
N 2.412 -11.572 5.332 0.5 0.0 0.5
C 3.734 -11.257 5.486 -0.9 -1.3 -0.3
C 4.405 -10.460 4.598 1.7 -0.2 1.3
C 1.766 -12.430 6.364 0.5 -0.3 -0.5
H 6.890 -7.687 -1.092 -0.7 0.5 0.5
H 7.909 -7.344 0.151 1.5 0.7 1.0
H 6.571 -6.133 -0.298 0.4 1.1 0.0
H 4.820 -5.919 1.402 0.4 -1.8 -0.7
H 3.313 -7.256 2.914 0.6 0.3 -0.8
H 5.505 -10.782 2.117 0.3 -0.6 -0.2
H 6.959 -9.464 0.457 1.4 -1.1 -0.8
H 1.743 -9.707 2.650 0.5 -1.0 0.5
H 0.626 -11.335 4.206 0.7 -0.1 0.5
H 4.155 -11.894 6.236 0.7 0.4 0.6
H 5.520 -10.217 4.751 -2.0 -0.5 -0.3
H 2.601 -13.080 6.750 -1.5 0.3 -0.2
H 0.920 -12.941 5.846 0.9 0.0 0.8
H 1.388 -11.749 7.127 0.0 -0.3 0.1
B -0.640 3.186 -0.523 -0.5 0.3 0.5
F -1.261 2.125 0.219 0.7 0.5 -0.2
F 0.747 3.063 -0.599 0.3 -0.6 0.0
F -1.155 3.127 -1.845 0.2 0.3 0.0
F -0.910 4.415 0.102 -0.3 -0.5 -0.3
C 1.372 -3.520 0.736 -0.8 0.8 0.6
C 2.533 -3.786 1.738 -1.5 -0.9 -1.0
O 2.716 -3.046 2.709 0.3 1.0 0.8
O 3.119 -4.853 1.524 1.3 -1.4 -0.3
H 1.726 -3.489 -0.298 0.1 0.1 0.2
H 0.853 -2.538 0.999 0.4 -1.3 -0.5
H 0.644 -4.382 0.766 0.7 1.0 0.2
C -4.668 -0.465 6.053 0.2 -0.7 -0.9
C -4.528 0.776 5.179 -3.6 -0.5 1.2
O -5.660 1.535 4.953 0.9 -1.7 1.3
O -3.502 1.054 4.692 3.3 0.9 -1.2
H -5.590 -0.627 6.615 -0.1 0.1 -0.6
H -3.866 -0.421 6.777 0.3 0.2 0.2
H -4.389 -1.342 5.383 -0.7 0.9 0.8
```
Positions in Å, forces in eV/Å.

For the HOMO energy, the calculation gives -13.15 eV. The LUMO energy comes out at -8.2 eV. The value obtained for the max |F| is 4.42 eV Å⁻¹. The total energy is -2976.097595 Ha. The charge is +4. The gap between HOMO and LUMO comes out at 4.9 eV.

Löwdin atomic charge list, values in e, 4 entries: number 1, C, carries -0.0888; number 2, C, carries -0.2148; number 3, C, carries -0.1649; number 4, N, carries -0.2680